2 unconnected molecules or ions with the total composition C5H12N in a non-equilibrium geometry. Source: the Open Molecules 2025 dataset; level of theory: ωB97M-V/def2-TZVPD.

Values from the calculation:
- LUMO energy (eV) = -2.862
- ΔE to the lowest compared entry with this formula, charge and spin (kcal per mole) = 101.7
- total charge = +1
- highest occupied orbital energy (eV) = -14.313
- largest force on an atom (eV/Å) = 4.304

Structure (XYZ):
```
18
C5H12N | the Open Molecules 2025 dataset | ωB97M-V/def2-TZVPD
C -0.926 -0.326 1.242
C -0.121 -0.216 0.068
C 2.816 -0.442 -0.063
C -2.494 0.125 -0.848
C 1.834 0.601 0.027
N -1.432 0.553 0.128
H -1.679 -1.101 1.342
H -0.932 0.247 2.150
H -0.133 -1.122 -0.597
H 2.795 -1.126 0.907
H 3.832 0.011 -0.185
H 2.754 -1.077 -1.082
H -3.496 0.720 -0.801
H -2.127 0.224 -1.924
H -2.884 -0.862 -0.761
H 1.755 1.252 -0.831
H 1.823 1.002 1.060
H -1.384 1.537 0.170
```



11 unconnected molecules or ions with the total composition C29H72O15S10 in a non-equilibrium geometry. Source: the Open Molecules 2025 dataset; level of theory: ωB97M-V/def2-TZVPD.

Values from the calculation:
- LUMO energy (eV) = 0.543
- highest occupied orbital energy (eV) = -7.156
- largest force on an atom (eV/Å) = 3.858

Structure (XYZ):
```
126
C29H72O15S10 | the Open Molecules 2025 dataset | ωB97M-V/def2-TZVPD
C 0.009 3.071 -2.261
C -1.262 3.474 -1.872
C -2.239 2.474 -1.249
C -1.571 1.648 -0.127
O -1.389 0.280 -0.499
C -2.500 -0.489 -0.380
O -3.574 -0.123 0.109
C -2.284 -1.904 -0.899
C -2.663 -1.991 -2.362
O -3.158 -1.075 -3.037
O -2.462 -3.260 -2.940
C -1.097 -3.560 -3.030
C -0.353 -3.031 -4.240
O -0.547 -4.237 -2.158
H 0.903 3.464 -1.779
H 0.084 2.297 -3.028
H -1.591 4.499 -2.041
H -3.054 3.043 -0.798
H -2.639 1.772 -1.997
H -0.569 2.029 0.065
H -2.154 1.745 0.790
H -2.824 -2.645 -0.303
H -1.213 -2.122 -0.799
H -0.003 -2.021 -3.998
H 0.525 -3.662 -4.374
H -0.982 -2.995 -5.127
C 2.393 -3.300 2.831
S 2.087 -2.443 1.285
O 0.930 -1.529 1.508
C 1.469 -3.869 0.380
H 2.758 -2.578 3.560
H 1.464 -3.748 3.187
H 3.151 -4.069 2.675
H 0.602 -4.287 0.893
H 2.263 -4.613 0.302
H 1.178 -3.544 -0.615
C 2.189 0.339 6.233
S 3.706 -0.618 6.292
O 3.551 -1.726 5.302
C 3.398 -1.322 7.918
H 2.141 0.837 5.268
H 1.337 -0.335 6.344
H 2.204 1.084 7.025
H 2.450 -1.859 7.911
H 3.378 -0.520 8.656
H 4.209 -2.010 8.147
C -3.506 -6.298 2.354
S -4.309 -5.347 1.057
O -3.314 -4.358 0.558
C -5.431 -4.462 2.143
H -2.726 -6.900 1.894
H -3.066 -5.620 3.086
H -4.241 -6.948 2.829
H -4.857 -3.913 2.889
H -6.104 -5.174 2.622
H -6.007 -3.768 1.536
C 0.957 8.305 -1.913
S 0.636 7.351 -0.423
O 0.169 6.004 -0.852
C -0.820 8.267 0.090
H 1.816 7.865 -2.415
H 0.087 8.264 -2.569
H 1.182 9.336 -1.639
H -1.568 8.238 -0.703
H -0.538 9.296 0.313
H -1.210 7.792 0.988
C 4.796 4.565 4.516
S 4.086 2.937 4.764
O 4.054 2.700 6.237
C 5.483 2.020 4.104
H 4.096 5.303 4.902
H 5.744 4.632 5.052
H 4.952 4.733 3.450
H 6.380 2.270 4.672
H 5.613 2.275 3.052
H 5.265 0.958 4.198
C 0.443 3.976 2.235
S -0.807 4.874 3.162
O -0.239 6.215 3.481
C -0.703 3.879 4.656
H 0.558 4.469 1.269
H 1.387 3.997 2.781
H 0.113 2.948 2.086
H 0.314 3.905 5.045
H -0.997 2.855 4.426
H -1.388 4.300 5.388
C -3.796 -3.402 -8.712
S -3.791 -1.827 -7.842
O -2.420 -1.263 -7.985
C -3.883 -2.524 -6.193
H -3.698 -3.197 -9.776
H -2.953 -4.009 -8.375
H -4.739 -3.914 -8.524
H -3.037 -3.193 -6.035
H -4.822 -3.067 -6.076
H -3.843 -1.708 -5.474
C -6.625 -6.030 -2.265
S -7.321 -5.168 -0.852
O -8.303 -6.083 -0.211
C -8.257 -3.964 -1.804
H -6.028 -6.859 -1.889
H -7.431 -6.410 -2.893
H -5.988 -5.347 -2.827
H -8.956 -4.481 -2.462
H -7.569 -3.349 -2.385
H -8.805 -3.336 -1.105
C 1.312 -4.750 -10.410
S 0.654 -3.843 -9.004
O -0.390 -4.707 -8.381
C -0.207 -2.593 -9.955
H 1.858 -5.612 -10.031
H 0.492 -5.085 -11.045
H 1.989 -4.105 -10.969
H -0.928 -3.072 -10.618
H 0.509 -2.009 -10.534
H -0.728 -1.945 -9.251
C 8.480 6.908 6.723
S 9.214 5.766 5.545
O 8.193 4.722 5.259
C 10.393 5.043 6.693
H 7.677 7.440 6.217
H 8.077 6.352 7.569
H 9.236 7.619 7.056
H 9.860 4.614 7.542
H 11.089 5.812 7.028
H 10.937 4.262 6.167
```



A single C12H16N4 molecule in a non-equilibrium geometry. Source: the Open Molecules 2025 dataset; level of theory: ωB97M-V/def2-TZVPD.

Values from the calculation:
- LUMO energy (eV) = 0.319
- SMILES string = N#Cc1cnc2nc1NCCCCCCC2
- ΔE to the lowest compared entry with this formula, charge and spin (kcal per mole) = 74.3
- highest occupied orbital energy (eV) = -9.076
- largest force on an atom (eV/Å) = 5.084

Structure (XYZ):
```
32
C12H16N4 | the Open Molecules 2025 dataset | ωB97M-V/def2-TZVPD
N 1.726 -4.600 -0.206
C 1.584 -3.520 -0.610
N 0.804 -0.716 -2.715
N 1.103 0.050 -0.540
C 0.762 0.260 -1.741
C 1.207 -1.950 -2.309
C 1.304 -1.147 -0.140
C 1.377 -2.208 -0.986
N 1.496 -1.267 1.259
C -0.026 1.500 -2.218
C 0.326 -1.885 1.987
C -0.325 2.789 -1.265
C -0.529 -0.704 2.450
C -1.461 2.367 -0.173
C -1.269 0.177 1.267
C -0.809 1.616 1.010
H 1.084 -2.825 -3.012
H 1.862 -0.352 1.608
H -1.024 1.166 -2.350
H 0.324 1.907 -3.219
H 0.683 -2.319 2.869
H -0.197 -2.649 1.436
H -0.756 3.495 -2.001
H 0.515 3.314 -0.833
H 0.062 -0.102 3.214
H -1.253 -1.265 3.088
H -1.888 3.289 0.031
H -2.161 1.737 -0.662
H -1.212 -0.383 0.327
H -2.319 0.293 1.579
H 0.267 1.699 1.081
H -1.261 2.232 1.772
```



2 unconnected molecules or ions with the total composition C6H10 in a non-equilibrium geometry. Source: the Open Molecules 2025 dataset; level of theory: ωB97M-V/def2-TZVPD.

Values from the calculation:
- LUMO energy (eV) = 0.871
- ΔE to the lowest compared entry with this formula, charge and spin (kcal per mole) = 70.7
- highest occupied orbital energy (eV) = -7.955
- largest force on an atom (eV/Å) = 3.706

Structure (XYZ):
```
16
C6H10 | the Open Molecules 2025 dataset | ωB97M-V/def2-TZVPD
C 2.195 0.113 -0.034
C 0.706 0.049 -0.067
C -0.103 1.079 -0.341
C -1.505 0.815 -0.097
C -1.541 -0.789 -0.021
C -0.079 -1.208 0.258
H 2.639 -0.635 -0.703
H 2.526 1.104 -0.356
H 2.593 -0.074 0.972
H 0.125 2.140 -0.359
H -1.431 2.168 0.724
H -2.343 1.246 -0.617
H -2.261 -1.190 0.690
H -1.839 -1.228 -1.001
H 0.273 -2.057 -0.353
H 0.047 -1.532 1.303
```



A single C6H6N4O2S molecule in a non-equilibrium geometry. Source: the Open Molecules 2025 dataset; level of theory: ωB97M-V/def2-TZVPD.

Values from the calculation:
- LUMO energy (alpha / beta) (eV) = -1.036 / -0.884
- ΔE to the lowest compared entry with this formula, charge and spin (kcal per mole) = 96.8
- highest occupied orbital energy (alpha / beta) (eV) = -9.147 / -8.639
- largest force on an atom (eV/Å) = 4.873

Structure (XYZ):
```
19
C6H6N4O2S | the Open Molecules 2025 dataset | ωB97M-V/def2-TZVPD
C -0.354 -1.215 2.923
C 0.014 -3.383 2.271
C -1.090 -1.044 1.663
C -1.008 -2.095 0.824
C -1.945 0.137 1.247
C 1.416 0.872 -1.621
N 0.201 -2.379 3.178
N -0.482 -3.229 1.138
N -1.177 1.117 0.624
N 0.098 1.215 0.658
O -3.148 0.125 1.313
O -0.449 2.776 -1.236
S 0.733 2.240 -0.574
H -0.216 -0.324 3.503
H 0.429 -4.243 2.650
H 1.694 1.427 -2.583
H 0.840 -0.011 -1.689
H 2.323 0.700 -1.043
H -1.660 1.640 -0.108
```



7 unconnected molecules or ions with the total composition C22H30Cl10N2O4 in a non-equilibrium geometry. Source: the Open Molecules 2025 dataset; level of theory: ωB97M-V/def2-TZVPD.

Values from the calculation:
- LUMO energy (eV) = -0.934
- SMILES string = O=[N+]([O-])c1ccccc1.O=[N+]([O-])c1ccccc1.ClCCCl.ClCCCl.ClCCCl.ClCCCl.ClCCCl
- ΔE to the lowest compared entry with this formula, charge and spin (kcal per mole) = 56.2
- highest occupied orbital energy (eV) = -10.177
- largest force on an atom (eV/Å) = 4.078

Structure (XYZ):
```
68
C22H30Cl10N2O4 | the Open Molecules 2025 dataset | ωB97M-V/def2-TZVPD
Cl 5.882 6.004 1.940
C 4.248 6.622 2.120
C 4.097 7.060 3.612
Cl 4.036 5.618 4.672
H 3.575 5.865 1.716
H 4.249 7.553 1.552
H 3.207 7.641 3.855
H 5.048 7.497 3.915
Cl -1.763 -2.355 -5.958
C -2.851 -1.233 -5.085
C -4.299 -1.498 -5.478
Cl -4.781 -3.167 -4.819
H -2.456 -0.245 -5.320
H -2.671 -1.362 -4.017
H -4.553 -1.559 -6.536
H -4.968 -0.731 -5.088
Cl -5.175 -7.423 2.754
C -3.465 -7.182 2.534
C -2.870 -8.549 2.172
Cl -2.650 -9.662 3.536
H -3.057 -6.672 3.406
H -3.422 -6.458 1.721
H -1.909 -8.425 1.672
H -3.475 -8.991 1.380
Cl -1.351 3.410 -2.797
C -1.028 5.211 -2.628
C -1.122 5.855 -4.004
Cl -2.835 5.827 -4.662
H -0.084 5.486 -2.157
H -1.817 5.532 -1.948
H -0.426 5.434 -4.729
H -0.875 6.915 -3.946
Cl -4.355 -4.579 8.526
C -3.227 -3.525 7.787
C -1.801 -3.815 8.261
Cl -1.161 -5.311 7.573
H -3.552 -2.501 7.971
H -3.307 -3.591 6.702
H -1.792 -3.867 9.349
H -1.148 -3.000 7.948
C 3.832 -0.715 -6.932
C 3.756 0.655 -7.108
C 3.717 1.524 -6.054
C 3.556 1.050 -4.752
C 3.276 -0.311 -4.553
C 3.501 -1.201 -5.662
N 3.589 1.967 -3.617
O 3.476 3.226 -3.732
O 3.398 1.459 -2.540
H 3.895 -1.266 -7.858
H 3.986 1.035 -8.093
H 3.898 2.570 -6.253
H 3.073 -0.744 -3.584
H 3.255 -2.246 -5.545
C 0.153 1.798 3.581
C 0.253 1.655 2.198
C 0.089 0.434 1.634
C -0.107 -0.738 2.422
C -0.159 -0.572 3.802
C -0.124 0.704 4.347
N -0.288 -2.072 1.749
O -0.185 -3.080 2.478
O -0.438 -2.049 0.538
H 0.172 2.805 3.970
H 0.524 2.522 1.615
H 0.164 0.334 0.562
H -0.209 -1.422 4.466
H -0.153 0.851 5.417
```



A single C4H6N4 molecule in a non-equilibrium geometry. Source: the Open Molecules 2025 dataset; level of theory: ωB97M-V/def2-TZVPD.

Values from the calculation:
- LUMO energy (alpha / beta) (eV) = 0.320 / 0.321
- ΔE to the lowest compared entry with this formula, charge and spin (kcal per mole) = 111.6
- highest occupied orbital energy (alpha / beta) (eV) = -7.643 / -7.644
- largest force on an atom (eV/Å) = 3.277

Structure (XYZ):
```
14
C4H6N4 | the Open Molecules 2025 dataset | ωB97M-V/def2-TZVPD
C -1.161 1.522 -0.100
C 0.122 1.070 -0.076
C -0.762 -1.121 -0.117
C 1.410 1.011 0.200
N -2.220 0.743 -0.013
N 2.269 0.085 -0.337
N -1.953 -0.588 0.089
N -0.031 -2.109 -0.051
H -1.405 2.545 -0.365
H 1.878 1.744 0.861
H 3.103 -0.108 0.194
H -2.792 -1.132 -0.105
H 1.806 -0.740 -0.700
H -0.264 -2.921 0.520
```



A single C7H14 molecule. Source: the Open Molecules 2025 dataset; level of theory: ωB97M-V/def2-TZVPD.

Values from the calculation:
- LUMO energy (eV) = 1.046
- SMILES string = C[C@@H]1[C@H](C)C1(C)C
- ΔE to the lowest compared entry with this formula, charge and spin (kcal per mole) = 17.8
- highest occupied orbital energy (eV) = -9.415
- largest force on an atom (eV/Å) = 0.218

Structure (XYZ):
```
21
C7H14 | the Open Molecules 2025 dataset | ωB97M-V/def2-TZVPD
C -1.757 -1.210 -0.396
C -0.649 -0.324 -0.929
C -0.248 1.031 -0.370
C -0.819 1.749 0.836
C 0.665 -0.157 -0.204
C 0.801 -0.780 1.172
C 1.959 -0.134 -0.988
H -1.425 -2.256 -0.352
H -2.634 -1.175 -1.053
H -2.091 -0.929 0.609
H -0.555 -0.386 -2.014
H 0.078 1.726 -1.145
H -1.395 2.631 0.536
H 0.009 2.098 1.469
H -1.466 1.123 1.460
H 1.540 -0.240 1.776
H 1.139 -1.821 1.087
H -0.140 -0.785 1.729
H 1.805 0.273 -1.995
H 2.696 0.503 -0.479
H 2.397 -1.134 -1.087
```



3 unconnected molecules or ions with the total composition C6H13NO in a non-equilibrium geometry. Source: the Open Molecules 2025 dataset; level of theory: ωB97M-V/def2-TZVPD.

Values from the calculation:
- LUMO energy (eV) = 0.018
- SMILES string = C=C=N.C=O.CCC
- ΔE to the lowest compared entry with this formula, charge and spin (kcal per mole) = 99.6
- highest occupied orbital energy (eV) = -8.134
- largest force on an atom (eV/Å) = 2.933

Structure (XYZ):
```
21
C6H13NO | the Open Molecules 2025 dataset | ωB97M-V/def2-TZVPD
C 1.095 -0.301 0.105
C -0.070 1.672 1.401
C 1.330 -1.800 0.293
C 1.201 0.152 -1.347
O -0.355 2.433 0.466
H -1.649 2.184 -0.134
H 1.860 0.224 0.681
H 0.850 1.808 1.975
H -0.849 1.048 1.853
H 2.310 -2.089 -0.087
H 2.196 -0.041 -1.746
H 1.285 -2.071 1.347
H 0.568 -2.369 -0.240
H 1.004 1.221 -1.428
H 0.470 -0.376 -1.957
C -1.976 -0.792 -0.273
C -2.538 0.421 -0.290
N -2.700 1.602 -0.391
H -2.069 -1.396 0.618
H -1.918 -1.338 -1.201
H -0.044 -0.192 0.355
```



A single C26H24FN5O5S molecule. Source: the Open Molecules 2025 dataset; level of theory: ωB97M-V/def2-TZVPD.

Values from the calculation:
- LUMO energy (eV) = -0.776
- SMILES string = [H]/N=C1/C(=C/c2ccc(OCc3ccc(F)cc3)c(OC)c2)C(=O)N=C2SC(CC(=O)N3CCOCC3)=NN21
- ΔE to the lowest compared entry with this formula, charge and spin (kcal per mole) = 0.0
- highest occupied orbital energy (eV) = -8.031
- largest force on an atom (eV/Å) = 0.961

Structure (XYZ):
```
62
C26H24FN5O5S | the Open Molecules 2025 dataset | ωB97M-V/def2-TZVPD
C -0.247 5.022 1.575
H 0.199 4.360 2.322
O 0.595 5.177 0.454
C 0.871 4.079 -0.294
C 0.411 2.809 -0.025
C 0.739 1.720 -0.849
C 1.556 1.966 -1.962
C 2.021 3.233 -2.246
C 1.690 4.308 -1.429
O 2.074 5.590 -1.621
C 2.842 5.914 -2.759
C 4.245 5.355 -2.733
C 4.877 5.109 -1.520
C 6.164 4.606 -1.487
C 6.813 4.362 -2.683
C 6.211 4.605 -3.904
C 4.920 5.100 -3.920
H 4.433 5.290 -4.866
H 6.747 4.403 -4.817
F 8.070 3.873 -2.660
H 6.665 4.407 -0.553
H 4.352 5.311 -0.599
H 2.324 5.603 -3.677
H 2.888 7.009 -2.747
H 2.654 3.379 -3.106
H 1.834 1.148 -2.610
C 0.333 0.363 -0.638
C -0.372 -0.307 0.323
C -0.413 -1.762 0.135
N -0.042 -2.326 -0.933
H -0.100 -3.338 -0.919
N -0.878 -2.493 1.248
C -1.230 -1.857 2.405
N -1.349 -0.601 2.552
C -1.100 0.256 1.490
O -1.503 1.397 1.562
S -1.578 -3.063 3.631
C -1.233 -4.298 2.411
N -0.900 -3.838 1.269
C -1.393 -5.736 2.713
H -0.865 -5.979 3.637
H -0.996 -6.339 1.896
C -2.876 -6.060 2.982
O -3.255 -6.307 4.107
N -3.702 -6.059 1.918
C -3.405 -5.680 0.554
H -2.343 -5.518 0.399
H -3.749 -6.485 -0.107
C -4.187 -4.401 0.217
O -5.567 -4.589 0.404
C -5.858 -4.955 1.735
H -6.938 -5.091 1.786
C -5.129 -6.244 2.125
H -5.296 -6.483 3.175
H -5.473 -7.070 1.495
H -5.560 -4.147 2.421
H -4.050 -4.131 -0.831
H -3.830 -3.576 0.853
H 0.713 -0.312 -1.399
H -0.237 2.638 0.816
H -1.228 4.630 1.291
H -0.359 6.021 1.994
```



A molecular structure, C24H21BF2IN3NiO4S. Source: the Open Molecules 2025 dataset; level of theory: ωB97M-V/def2-TZVPD.

Values from the calculation:
- multiplicity = 3
- LUMO energy (alpha / beta) (eV) = 4.384 / 4.408
- total charge = -2
- highest occupied orbital energy (alpha / beta) (eV) = -1.320 / -1.645
- largest force on an atom (eV/Å) = 0.874

Structure (XYZ):
```
58
C24H21BF2IN3NiO4S | the Open Molecules 2025 dataset | ωB97M-V/def2-TZVPD
Ni 0.019 0.329 0.771
C 2.123 1.936 3.904
C 1.573 1.750 2.483
O 1.131 0.471 2.340
C 2.646 2.186 1.464
C 2.566 2.001 0.115
C 3.560 2.601 -0.839
N 1.502 1.307 -0.368
N 1.287 1.350 -1.680
C 0.072 0.843 -1.951
O -0.769 0.440 -1.107
C -0.295 0.768 -3.399
C 0.487 1.354 -4.391
C 0.113 1.264 -5.723
C -1.044 0.582 -6.080
C -1.824 -0.008 -5.094
C -1.453 0.086 -3.760
H 2.782 1.090 4.101
H 1.299 1.902 4.618
H 2.688 2.865 4.038
H 3.457 2.808 1.836
H 4.317 3.162 -0.289
H 3.055 3.264 -1.544
H 4.046 1.825 -1.434
H 1.389 1.872 -4.093
H 0.728 1.724 -6.488
H -1.334 0.508 -7.122
H -2.723 -0.549 -5.365
H -2.040 -0.367 -2.973
O -1.786 -7.815 2.030
C -2.145 -7.029 0.964
O -2.984 -7.460 0.210
C -1.363 -5.799 0.769
C -0.228 -5.466 1.520
C 0.472 -4.303 1.287
C 0.084 -3.390 0.284
S 1.006 -1.973 -0.053
C -1.073 -3.730 -0.451
C -1.765 -4.898 -0.225
H -1.138 -7.331 2.553
H 0.153 -6.122 2.300
H 1.343 -4.059 1.881
H -1.411 -3.032 -1.207
H -2.647 -5.137 -0.805
I -1.929 0.442 3.945
C 0.423 2.750 2.221
C 0.360 4.050 2.717
C -0.669 4.878 2.309
C -1.610 4.402 1.405
C -1.486 3.096 0.967
N -0.503 2.304 1.378
H 1.108 4.395 3.419
H -0.740 5.890 2.692
H -2.428 5.019 1.058
H -2.200 2.641 0.291
F -2.711 0.289 1.027
B -1.704 -0.311 1.756
F -1.789 -1.664 1.786
```